DFT (ωB97M-V/def2-TZVPD) results for the ion C4H10NO2 with charge -1 in a non-equilibrium geometry.

Structure (XYZ):
```
17
Properties=species:S:1:pos:R:3:forces:R:3:mulliken_charge:R:1
O -0.490546 1.401237 -2.491505 -0.8 0.1 0.9 -0.888
C -1.454694 1.657832 -1.555180 1.3 -1.1 -1.8 -0.433
N -1.432334 0.789590 -0.335651 0.5 0.0 1.7 -0.340
C -0.211946 0.463627 0.488212 -2.0 1.1 2.7 -0.480
C 0.524926 -0.793556 -0.055431 1.1 2.2 0.5 -0.370
C 1.258246 -1.617211 1.022122 0.1 -0.2 -1.7 -0.563
O 2.067353 -0.899335 1.915625 1.5 1.1 -0.1 -0.522
H -2.520459 1.380308 -1.982043 1.0 0.9 0.8 0.223
H -1.342845 2.727363 -1.223448 -0.7 -0.4 0.2 0.184
H -1.989413 -0.050374 -0.463546 0.3 0.2 -0.1 0.285
H -0.629998 0.143039 1.624481 0.8 0.5 -2.7 0.172
H 0.328528 1.464763 0.858233 -0.6 -2.2 -1.6 0.233
H -0.297947 -1.354381 -0.400441 -0.8 -1.1 -0.6 0.298
H 1.085524 -0.478281 -0.974676 -0.1 -0.5 0.8 0.277
H 0.525240 -2.084551 1.672984 -0.2 -0.2 -0.1 0.326
H 1.848713 -2.402342 0.468189 -0.4 0.4 0.7 0.286
H 2.731652 -0.347727 1.432070 -1.0 -0.8 0.4 0.311
```
Positions in Å, forces in eV/Å.

As for the HOMO energy: -2.2 eV. The value obtained for the energy above the lowest of the compared OMol25 structures with the same formula, charge and spin is 401.3 kJ/mol. The net charge is -1. Its SMILES is [O-]CNCCCO.

***

DFT (ωB97M-V/def2-TZVPD) results for an isolated molecule of C4H10NO2 in a non-equilibrium geometry.

Structure (XYZ):
```
17
Properties=species:S:1:pos:R:3:forces:R:3:mulliken_charge:R:1
C 0.842002 1.422295 -0.291362 -0.4 -0.3 -0.7 -1.325
C 0.060369 0.424135 0.549541 1.0 -0.4 0.2 -0.536
C -0.310529 -0.862538 -0.219284 -0.5 0.8 1.8 -0.823
C -1.376094 -0.577459 -1.232297 0.7 -0.6 -1.5 0.594
O -2.086396 -1.689468 -1.467183 -0.4 -0.4 0.3 -0.413
O -1.479309 0.414631 -1.903482 -0.4 0.2 0.4 -0.539
N 0.993834 0.010107 1.689000 0.6 -0.6 -1.1 -1.633
H 1.710476 0.877994 -0.656675 0.4 0.2 0.1 0.482
H 1.127060 2.329628 0.218631 0.2 0.1 0.4 0.429
H 0.304770 1.705671 -1.196150 -0.3 0.0 0.2 0.371
H -0.820415 0.794327 1.041881 -0.4 0.5 -0.1 0.123
H -0.734765 -1.522488 0.544601 0.0 -0.3 -0.3 0.358
H 0.560173 -1.374078 -0.621962 0.0 0.1 -0.4 0.081
H -2.699436 -1.549808 -2.203855 0.1 0.2 0.0 0.345
H 0.803167 -0.954991 2.073301 -0.4 0.3 0.5 0.646
H 1.185415 0.724483 2.435291 -0.4 0.0 0.1 0.940
H 1.919678 -0.172440 1.240004 0.2 0.1 0.1 0.900
```
Positions in Å, forces in eV/Å.

As for the HOMO energy (alpha / beta): -3.7 / -11.2 eV. As for the spin multiplicity: 2. The value obtained for the energy above the lowest of the compared OMol25 structures with the same formula, charge and spin is 122.7 kJ/mol. The net charge is 0.

***

DFT (ωB97M-V/def2-TZVPD) results for a cluster of 2 separate species, C4H10NO2 in total in a non-equilibrium geometry.

Structure (XYZ):
```
17
Properties=species:S:1:pos:R:3:forces:R:3:mulliken_charge:R:1
C 1.933091 1.072738 0.697700 1.5 -3.1 -1.2 -0.173
C 1.470494 0.020289 -0.247957 0.1 0.8 0.7 0.461
C 0.901603 -2.212753 0.315229 0.5 -2.8 5.1 -0.754
C -1.405265 1.947916 -0.566400 2.6 -1.6 -0.8 -0.504
N 1.151943 -1.217735 -0.578610 2.3 5.3 -3.3 -0.052
O 1.898021 1.154612 -0.781424 -0.3 -1.9 -0.3 -0.317
O -1.149012 0.729744 0.153627 -0.5 -0.7 0.9 -0.473
H 1.363786 1.767858 1.191284 -1.9 1.2 0.9 0.248
H 2.927895 0.888760 1.128295 -0.3 0.2 -0.4 0.274
H 0.243972 -2.893409 -0.184839 -0.4 -0.7 0.2 0.329
H 1.882045 -2.743262 0.671703 -1.7 0.7 -0.9 0.320
H 0.431124 -1.846312 1.314879 0.6 -0.4 -2.0 0.281
H -0.999015 2.735574 0.016095 0.7 1.1 0.2 0.253
H -2.421906 2.212993 -0.703328 -1.1 -0.4 -0.7 0.299
H -0.742709 1.707493 -1.486240 -1.7 1.3 1.0 0.181
H -1.639646 0.666907 0.994267 0.1 0.3 -0.6 0.280
H 1.339567 -1.501595 -1.574808 -0.5 0.6 1.2 0.349
```
Positions in Å, forces in eV/Å.

As for the HOMO energy: -14.3 eV. The value obtained for the energy above the lowest of the compared OMol25 structures with the same formula, charge and spin is 423.9 kJ/mol. The net charge is +1.

***

DFT (ωB97M-V/def2-TZVPD) results for a structure of composition C4H10NO2 in a non-equilibrium geometry.

Structure (XYZ):
```
17
Properties=species:S:1:pos:R:3:forces:R:3:mulliken_charge:R:1
C 0.131786 -1.802883 1.078044 0.0 0.8 0.1 -0.543
C -0.774301 -0.865669 0.333628 -0.2 -2.3 -3.8 0.236
C -0.358729 -0.405783 -1.144310 0.8 0.3 1.4 -0.610
C -0.251947 1.111568 -0.999597 1.1 0.8 -0.3 0.462
O -1.208152 1.789218 -0.790982 -0.3 0.0 -0.2 -0.456
O 0.994923 1.648164 -0.917944 -0.9 -0.4 -0.1 -0.432
N 1.194578 -0.972539 1.693477 -0.4 -0.8 1.1 -0.549
H 0.676822 -2.373815 0.323240 -0.5 -0.3 -0.1 0.366
H -0.541571 -2.444549 1.670251 0.9 0.1 0.4 0.322
H -1.832657 -1.092882 0.211242 -0.1 0.2 1.1 0.518
H -0.738541 0.198825 0.916305 0.1 1.5 0.6 -0.607
H 0.565712 -0.883104 -1.495096 0.1 0.2 0.7 0.388
H -1.093608 -0.715849 -1.883870 -0.6 0.3 0.4 0.339
H -0.830941 0.631156 1.591961 -0.1 -0.5 -0.3 0.687
H 2.024212 -1.542149 1.844190 0.1 0.0 -0.4 0.284
H 0.935473 -0.795495 2.668247 -0.1 0.3 -0.2 0.250
H 1.683955 0.974569 -0.909704 0.1 -0.1 -0.2 0.346
```
Positions in Å, forces in eV/Å.

As for the HOMO energy: -15.0 eV. The value obtained for the energy above the lowest of the compared OMol25 structures with the same formula, charge and spin is 557.0 kJ/mol. The net charge is +1.